Entry 1:
{
  "formula": "C46H51LaN6O6S2Se",
  "method": "wB97M-V/def2-TZVPD",
  "symbols": ["La", "O", "C", "C", "C", "C", "C", "C", "C", "C", "C", "O", "C", "C", "C", "C", "C", "C", "C", "C", "C", "C", "C", "C", "N", "C", "C", "C", "C", "C", "C", "C", "C", "C", "C", "C", "C", "H", "H", "H", "H", "H", "H", "H", "H", "H", "H", "H", "H", "H", "H", "H", "H", "H", "H", "H", "H", "H", "H", "H", "H", "H", "H", "H", "C", "C", "N", "C", "C", "S", "C", "C", "N", "H", "H", "H", "H", "H", "H", "H", "H", "H", "H", "H", "H", "H", "H", "O", "S", "O", "O", "O", "Se", "C", "N", "N", "C", "N", "C", "C", "C", "C", "C", "H", "H", "H", "H", "H", "H", "H", "H", "H", "H"],
  "positions_angstrom": [[-0.678, -0.070, -1.109], [0.956, -0.425, -2.762], [2.130, 0.123, -3.177], [2.652, 1.168, -2.125], [2.973, 0.525, -0.813], [4.289, 0.195, -0.505], [4.565, -0.422, 0.700], [3.517, -0.718, 1.552], [2.219, -0.393, 1.175], [1.055, -0.820, 2.017], [0.418, -2.138, 1.441], [-0.050, -1.943, 0.185], [-0.705, -2.631, 2.385], [-1.419, -3.763, 1.986], [-2.412, -4.305, 2.784], [-2.719, -3.721, 4.012], [-2.041, -2.578, 4.402], [-1.048, -2.032, 3.589], [1.495, -3.261, 1.484], [2.154, -3.620, 2.659], [3.097, -4.639, 2.668], [3.383, -5.336, 1.499], [2.711, -5.003, 0.329], [1.778, -3.971, 0.323], [1.960, 0.249, 0.023], [3.246, -0.942, -3.321], [3.090, -2.167, -2.683], [4.099, -3.122, -2.721], [5.280, -2.867, -3.409], [5.442, -1.647, -4.056], [4.431, -0.694, -4.011], [1.974, 0.818, -4.547], [2.144, 2.177, -4.778], [2.008, 2.706, -6.060], [1.692, 1.885, -7.128], [1.483, 0.528, -6.901], [1.620, 0.008, -5.626], [1.849, 1.896, -1.991], [3.541, 1.668, -2.512], [5.074, 0.414, -1.217], [5.583, -0.682, 0.965], [3.691, -1.221, 2.495], [0.257, -0.074, 1.984], [1.381, -0.966, 3.048], [-1.191, -4.198, 1.019], [-2.955, -5.182, 2.449], [-3.492, -4.142, 4.644], [-2.295, -2.093, 5.338], [-0.561, -1.117, 3.904], [1.915, -3.109, 3.588], [3.607, -4.897, 3.590], [4.117, -6.134, 1.502], [2.912, -5.556, -0.583], [1.238, -3.683, -0.570], [2.160, -2.334, -2.151], [3.967, -4.065, -2.205], [6.067, -3.611, -3.443], [6.356, -1.442, -4.603], [4.564, 0.254, -4.524], [2.370, 2.853, -3.962], [2.124, 3.773, -6.212], [1.568, 2.301, -8.121], [1.198, -0.121, -7.722], [1.442, -1.046, -5.441], [-1.798, 3.928, 1.922], [-2.602, 3.543, 0.667], [-1.789, 3.182, -0.483], [-1.427, 4.264, -1.368], [-0.297, 5.137, -0.816], [1.178, 4.206, -0.280], [1.185, 4.482, 1.516], [0.588, 3.398, 2.432], [-0.770, 2.951, 2.242], [-1.367, 4.927, 1.804], [-2.519, 4.009, 2.747], [-3.213, 2.673, 0.915], [-3.277, 4.380, 0.430], [-2.258, 2.448, -0.999], [-1.106, 3.834, -2.310], [-2.280, 4.928, -1.584], [0.027, 5.826, -1.597], [-0.625, 5.732, 0.036], [2.238, 4.581, 1.791], [0.725, 5.456, 1.691], [1.227, 2.513, 2.371], [0.705, 3.803, 3.449], [-0.846, 2.158, 1.613], [-3.169, -1.384, 0.208], [-3.425, -0.994, -1.334], [-4.691, -1.582, -1.666], [-3.354, 0.461, -1.382], [-2.280, -1.580, -2.054], [-1.767, 3.041, -5.485], [-1.378, 2.108, -4.018], [-1.116, 1.545, -3.029], [-1.783, 0.405, 0.977], [-2.782, -0.286, 1.125], [-3.803, -0.180, 2.087], [-4.816, -1.196, 2.327], [-6.105, -0.525, 2.792], [-5.848, 0.311, 4.045], [-4.735, 1.324, 3.774], [-3.485, 0.628, 3.249], [-4.476, -1.898, 3.106], [-4.986, -1.761, 1.419], [-6.871, -1.284, 2.978], [-6.462, 0.122, 1.985], [-5.532, -0.358, 4.856], [-6.761, 0.816, 4.376], [-4.485, 1.872, 4.686], [-5.077, 2.050, 3.027], [-3.065, -0.001, 4.052], [-2.721, 1.344, 2.957]],
  "e_lumo_ev": 4.0474,
  "energy_ev": -157639.596,
  "multiplicity": 1,
  "homo_energy_ha": -0.094,
  "total_charge": -2
}

Entry 2:
{
  "formula": "C46H51N12O8ScSe",
  "method": "wB97M-V/def2-TZVPD",
  "symbols": ["Sc", "C", "C", "C", "C", "C", "N", "C", "C", "C", "N", "C", "C", "C", "C", "C", "C", "C", "C", "N", "C", "C", "C", "N", "C", "C", "C", "C", "O", "C", "O", "H", "H", "H", "H", "H", "H", "H", "H", "H", "H", "H", "H", "H", "H", "H", "H", "H", "H", "H", "H", "H", "H", "H", "H", "H", "H", "H", "H", "O", "Se", "O", "O", "O", "N", "C", "O", "C", "C", "N", "C", "N", "H", "H", "C", "C", "C", "C", "N", "N", "C", "H", "H", "H", "H", "H", "H", "H", "H", "C", "C", "C", "C", "C", "N", "C", "O", "N", "C", "C", "C", "C", "N", "C", "C", "C", "H", "H", "H", "H", "H", "H", "H", "H", "H", "H", "H", "H", "H"],
  "positions_angstrom": [[0.444, 0.648, -0.773], [4.492, 4.177, -5.965], [3.909, 3.215, -4.999], [2.643, 2.753, -5.276], [1.912, 1.908, -4.446], [0.625, 1.449, -4.713], [-0.205, 1.943, -5.654], [-0.330, 3.339, -6.014], [-0.490, 4.269, -4.799], [-1.589, 3.845, -3.800], [-1.046, 3.941, -2.440], [-1.472, 4.781, -1.498], [-0.915, 4.835, -0.214], [-1.429, 5.743, 0.710], [-1.004, 5.854, 2.041], [-1.674, 6.774, 3.075], [0.054, 5.012, 2.426], [0.623, 4.078, 1.526], [1.686, 3.200, 2.027], [1.967, 2.005, 1.656], [3.062, 1.433, 2.451], [3.939, 0.431, 1.701], [4.807, 0.975, 0.563], [3.999, 1.208, -0.635], [4.577, 1.645, -1.686], [3.860, 1.994, -2.911], [4.538, 2.824, -3.791], [2.474, 1.638, -3.119], [1.713, 1.180, -2.153], [0.003, 3.799, 0.245], [0.239, 2.712, -0.411], [3.678, 4.800, -6.401], [4.984, 3.646, -6.764], [5.217, 4.792, -5.406], [2.253, 2.950, -6.263], [0.178, 0.747, -4.021], [-0.953, 1.333, -5.998], [-1.233, 3.424, -6.635], [0.510, 3.613, -6.635], [-0.699, 5.297, -5.179], [0.461, 4.288, -4.264], [-1.923, 2.814, -3.910], [-2.443, 4.552, -3.901], [-0.494, 3.142, -2.082], [-2.319, 5.460, -1.701], [-2.194, 6.444, 0.382], [-2.636, 7.162, 2.769], [-1.068, 7.621, 3.372], [-1.768, 6.168, 3.990], [0.416, 5.089, 3.467], [2.223, 3.635, 2.891], [2.627, 0.890, 3.317], [3.744, 2.227, 2.795], [3.303, -0.397, 1.289], [4.617, -0.032, 2.434], [5.630, 0.269, 0.299], [5.299, 1.935, 0.874], [5.695, 1.625, -1.758], [5.506, 3.248, -3.498], [-3.125, 2.270, -0.512], [-2.972, 0.934, -1.379], [-3.794, 0.728, -2.787], [-1.345, 0.847, -1.809], [-3.151, -0.541, -0.247], [-0.220, -3.170, -1.750], [0.754, -2.303, -1.996], [0.839, -1.282, -1.218], [1.724, -2.651, -3.009], [2.807, -1.863, -3.442], [3.669, -1.211, -3.835], [1.712, -3.948, -3.556], [1.698, -5.035, -3.986], [-0.240, -4.068, -2.231], [-0.790, -2.992, -0.913], [3.413, -5.337, 0.062], [2.740, -4.333, 0.915], [2.033, -4.429, 2.113], [1.544, -3.086, 2.412], [2.016, -2.258, 1.495], [2.712, -3.023, 0.602], [0.704, -2.493, 3.470], [3.212, -6.343, 0.473], [4.475, -5.067, -0.003], [3.021, -5.307, -0.943], [1.832, -5.340, 2.634], [3.043, -2.646, -0.291], [0.319, -3.259, 4.127], [-0.105, -1.915, 3.046], [1.299, -1.844, 4.115], [-5.456, -6.657, 6.897], [-4.994, -6.177, 5.554], [-3.969, -5.237, 5.436], [-3.566, -4.749, 4.184], [-4.047, -5.355, 3.014], [-3.548, -5.014, 1.736], [-2.961, -3.834, 1.355], [-2.071, -3.758, 0.496], [-3.556, -2.719, 1.962], [-2.959, -1.450, 1.929], [-3.310, -0.473, 2.883], [-2.533, 0.683, 2.938], [-1.480, 0.850, 1.999], [-1.213, 0.074, 0.982], [-2.165, -0.970, 0.683], [-5.060, -6.304, 3.108], [-5.532, -6.687, 4.339], [-5.289, -5.923, 7.684], [-4.873, -7.551, 7.163], [-6.502, -6.936, 6.902], [-3.471, -4.827, 6.328], [-2.744, -4.075, 4.111], [-3.270, -5.777, 1.130], [-4.185, -2.933, 2.779], [-4.166, -0.644, 3.528], [-2.666, 1.418, 3.700], [-0.802, 1.672, 2.180], [-1.643, -1.848, 0.245], [-5.536, -6.729, 2.234], [-6.281, -7.460, 4.375]],
  "e_lumo_ev": -1.8680,
  "energy_ev": -168836.830,
  "multiplicity": 1,
  "e_above_lowest_ev": 0.0000,
  "homo_energy_ha": -0.200,
  "total_charge": 0
}